[1]
DFT (the ωB97M-V functional and the def2-TZVPD basis) results for a 2-piece molecular cluster, C3H7N2 overall.

The LUMO energy comes out at -4.2 eV. The charge is +1. As for the largest force on an atom: 3.7 eV/A. The value obtained for the energy above the lowest of the compared OMol25 structures with the same formula, charge and spin is 4.451 eV. For the orbital gap, the calculation gives 9.629 eV. Its calculated total energy is -6193.0602 eV. The calculation puts the HOMO energy at -13.85 eV.

Each line ends with the natural charge from an NBO analysis.
Atoms and positions in Å:
N: -2.466 -0.322 0.019  -0.69
N: 2.016 -0.910 -0.147  -0.51
C: 2.218 0.529 0.127  -0.33
C: 0.948 -0.208 0.033  0.20
C: -1.340 0.405 -0.054  0.07
H: -2.856 -0.884 -0.710  0.42
H: -1.064 0.966 0.916  0.27
H: -3.045 -0.709 0.754  0.44
H: 2.636 -1.706 -0.222  0.47
H: 2.485 0.983 1.014  0.22
H: 2.344 1.150 -0.789  0.20
H: -0.950 0.463 -1.078  0.25

=====

[2]
DFT (the ωB97M-V functional and the def2-TZVPD basis) results for C22H42N6OPPtSi3 as an isolated structure.

The LUMO energy (spin up / spin down) comes out at -2.8 / -2.8 eV. The charge is +1. As for the largest force on an atom: 0.7 eV/A. The value obtained for the energy above the lowest of the compared OMol25 structures with the same formula, charge and spin is 1.258 eV. For the orbital gap (spin up / spin down), the calculation gives 7.495 / 7.524 eV. Its calculated total energy is -70649.7766 eV. The calculation puts the HOMO energy (spin up / spin down) at -10.30 / -10.35 eV.

Each line ends with the Mulliken charge.
Atoms and positions in Å:
Pt: -1.042 0.058 -0.424  0.83
P: 1.231 -0.706 -3.005  -0.37
Si: -1.800 -1.028 2.404  0.69
Si: 0.942 0.553 2.198  0.59
Si: -1.939 1.924 1.444  0.81
O: 1.831 -0.043 0.905  0.09
N: 2.657 1.580 -2.191  0.25
N: 0.669 1.428 -1.261  0.29
N: -0.017 -1.988 -0.827  -0.09
N: -1.462 -0.141 -2.486  0.21
N: -1.109 -0.599 -4.598  0.22
N: 1.848 -2.962 -1.468  0.24
C: -2.122 2.689 -0.321  -1.21
C: -2.798 -0.642 3.965  -1.38
C: 1.520 0.835 -2.081  -0.05
C: 3.240 -0.165 0.950  -1.00
C: 3.862 1.266 -2.960  -0.91
C: 1.434 -0.455 3.712  -1.59
C: 1.001 -1.914 -1.670  0.14
C: -0.428 -0.946 -5.851  -0.84
C: -0.534 -0.455 -3.379  -0.10
C: 1.339 -3.717 -0.446  -0.82
C: -0.837 0.411 1.648  0.57
C: -2.664 -0.085 -3.137  -0.51
C: -0.807 -2.517 3.010  -1.72
C: 3.107 -3.230 -2.158  -0.88
C: 0.182 -3.105 -0.063  -1.13
C: -2.453 -0.367 -4.456  -0.62
C: 1.628 2.247 2.673  -1.43
C: -3.735 1.654 1.946  -1.36
C: -3.008 -1.652 1.062  -1.35
C: 2.504 2.684 -1.396  -1.25
C: -1.404 3.419 2.463  -1.30
C: 1.267 2.574 -0.827  -0.57
H: 2.445 -0.151 4.010  0.43
H: -0.529 -3.419 0.685  0.90
H: 3.733 0.815 0.993  0.30
H: -0.510 3.922 2.077  0.38
H: 3.272 3.441 -1.315  0.51
H: 3.577 -0.674 0.040  0.05
H: 0.359 -0.229 -6.070  0.32
H: -3.584 0.157 -2.626  0.49
H: 3.581 -0.759 1.808  0.35
H: 3.057 -2.857 -3.176  0.36
H: 0.782 -0.258 4.572  0.35
H: 1.452 -1.531 3.535  0.36
H: -2.277 0.064 4.627  0.34
H: -2.792 -2.690 0.780  0.40
H: -3.032 -1.068 0.126  0.31
H: -3.133 -0.417 -5.293  0.45
H: 1.828 -4.617 -0.100  0.52
H: 3.939 -2.755 -1.640  0.29
H: 3.276 -4.303 -2.188  0.36
H: 2.661 2.088 3.013  0.44
H: 0.027 -2.861 2.392  0.44
H: -4.290 2.557 1.657  0.50
H: -2.151 2.122 -1.249  0.32
H: 4.265 2.179 -3.389  0.37
H: -1.155 -0.924 -6.656  0.33
H: -2.917 -1.578 4.523  0.43
H: -1.528 -3.342 3.111  0.44
H: -3.096 3.188 -0.230  0.53
H: 1.084 2.686 3.517  0.44
H: -0.001 -1.944 -5.792  0.32
H: -0.416 -2.319 4.014  0.50
H: -3.842 1.546 3.030  0.26
H: -1.219 3.148 3.509  0.28
H: -1.362 3.467 -0.444  0.26
H: 1.665 2.990 1.872  0.32
H: 0.772 3.258 -0.152  0.53
H: 4.617 0.810 -2.320  0.30
H: -2.224 4.151 2.452  0.43
H: -4.222 0.798 1.460  0.33
H: -4.034 -1.624 1.454  0.52
H: 3.616 0.583 -3.765  0.35
H: -3.799 -0.255 3.772  0.45

=====

[3]
DFT (the ωB97M-V functional and the def2-TZVPD basis) results for C5H6O3 as an isolated structure.

The LUMO energy comes out at -1.3 eV. The charge is 0. As for the largest force on an atom: 7.5 eV/A. The value obtained for the energy above the lowest of the compared OMol25 structures with the same formula, charge and spin is 4.746 eV. For the orbital gap, the calculation gives 8.435 eV. Its calculated total energy is -11419.6657 eV. The calculation puts the HOMO energy at -9.71 eV.

Each line ends with the natural charge from an NBO analysis.
Atoms and positions in Å:
O: 0.339 -1.786 0.292  -0.54
O: 2.386 -0.220 -0.288  -0.66
O: 1.120 1.515 0.150  -0.50
C: 1.248 0.377 0.084  0.67
C: 0.144 -0.515 0.135  0.43
C: -1.604 1.427 -0.031  -0.63
C: -1.291 0.033 -0.122  -0.14
C: -2.239 -0.962 -0.219  -0.31
H: -1.976 -1.918 -0.010  0.23
H: -2.645 1.404 -0.449  0.21
H: -3.176 -0.383 -0.193  0.20
H: -0.816 2.537 -0.420  0.30
H: 2.073 -1.262 -0.627  0.52
H: -1.760 1.385 1.381  0.22

=====

[4]
DFT (the ωB97M-V functional and the def2-TZVPD basis) results for one molecule with the formula C4H6ClN.

The LUMO energy comes out at 0.7 eV. The charge is 0. As for the largest force on an atom: 2.9 eV/A. The value obtained for the energy above the lowest of the compared OMol25 structures with the same formula, charge and spin is 2.176 eV. For the orbital gap, the calculation gives 10.075 eV. Its SMILES is CC1(C)N=C1Cl. Its calculated total energy is -18255.2655 eV. The calculation puts the HOMO energy at -9.38 eV.

Each line ends with the natural charge from an NBO analysis.
Atoms and positions in Å:
Cl: 2.848 -0.091 -0.215  0.11
N: 0.766 0.338 1.632  -0.31
C: -0.530 1.243 -0.441  -0.64
C: 1.461 0.080 0.634  0.13
C: 0.070 0.080 0.250  0.00
C: -0.529 -1.315 0.103  -0.64
H: -0.438 -1.781 -0.940  0.22
H: -1.618 -1.249 0.255  0.22
H: -1.649 1.221 -0.266  0.22
H: -0.390 1.311 -1.639  0.22
H: -0.060 2.226 -0.100  0.23
H: 0.071 -2.063 0.726  0.23

=====

[5]
DFT (the ωB97M-V functional and the def2-TZVPD basis) results for a 2-piece molecular cluster, C5H12NO overall.

The LUMO energy comes out at -8.6 eV. The charge is +1. As for the largest force on an atom: 5.1 eV/A. The value obtained for the energy above the lowest of the compared OMol25 structures with the same formula, charge and spin is 6.531 eV. For the orbital gap, the calculation gives 4.280 eV. Its calculated total energy is -8904.0980 eV. The calculation puts the HOMO energy at -12.91 eV.

Each line ends with the natural charge from an NBO analysis.
Atoms and positions in Å:
O: -1.512 0.372 -2.300  -0.78
N: 4.498 -0.909 1.345  -1.06
C: -0.092 1.129 0.584  -0.25
C: 0.901 0.308 0.678  0.34
C: -1.528 0.722 0.502  -0.44
C: -1.638 -0.634 -0.266  -0.37
C: -2.366 -0.515 -1.563  -0.07
H: 5.353 -0.402 1.203  0.39
H: 0.110 2.192 0.789  0.37
H: -3.326 -0.014 -1.392  0.20
H: -1.903 -1.538 0.282  0.25
H: -2.509 -1.461 -2.076  0.21
H: -1.604 0.623 -3.220  0.51
H: -1.915 1.595 -0.033  0.26
H: -0.545 -0.778 -0.455  0.19
H: -1.954 0.659 1.509  0.28
H: 1.911 0.506 1.040  0.27
H: 3.619 -0.482 1.139  0.33
H: 4.501 -1.374 2.235  0.38

=====

[6]
DFT (the ωB97M-V functional and the def2-TZVPD basis) results for one molecule with the formula Cl3OPS2.

The LUMO energy (spin up / spin down) comes out at -2.6 / -2.6 eV. The charge is 0. As for the largest force on an atom: 2.8 eV/A. The value obtained for the energy above the lowest of the compared OMol25 structures with the same formula, charge and spin is 1.714 eV. For the orbital gap (spin up / spin down), the calculation gives 6.832 / 6.832 eV. Its calculated total energy is -70573.7903 eV. The calculation puts the HOMO energy (spin up / spin down) at -9.46 / -9.46 eV.

Each line ends with the natural charge from an NBO analysis.
Atoms and positions in Å:
Cl: -2.229 -0.087 0.254  -0.17
Cl: 2.249 0.291 1.825  -0.34
Cl: -0.283 2.380 0.840  -0.32
S: -1.206 -2.840 -1.226  -0.07
S: -0.927 -0.973 -1.186  0.82
P: 1.376 1.335 0.230  1.19
O: 0.602 0.053 -0.482  -1.12

=====

- The highest calculated total energy belongs to which entry?
  C3H7N2